1.
{"formula": "C16H18AuN8S", "method": "wB97M-V/def2-TZVPD", "multiplicity": 3, "homo_ev": [-18.1, -18.1], "total_charge": 3, "gap_ev": [9.0, 4.6], "e_tot_ev": -43303.30949, "symbols": ["Au", "C", "C", "C", "C", "N", "C", "C", "C", "C", "C", "C", "N", "H", "H", "H", "H", "H", "H", "H", "H", "C", "C", "N", "N", "C", "S", "N", "N", "H", "H", "H", "H", "H", "H", "N", "C", "C", "C", "N", "H", "H", "H", "H"], "positions_angstrom": [[-0.0876, -0.0855, 0.2804], [4.1798, -0.3741, -0.5465], [4.7566, -0.2997, 0.7120], [3.9446, -0.2126, 1.8336], [2.5701, -0.1980, 1.6901], [2.0271, -0.2595, 0.4546], [2.8049, -0.3527, -0.6376], [1.6317, -0.1159, 2.8442], [2.0521, -0.1535, 4.1603], [1.1114, -0.0776, 5.1769], [-0.2328, 0.0258, 4.8570], [-0.5893, 0.0523, 3.5218], [0.3245, -0.0147, 2.5433], [4.7786, -0.4500, -1.4433], [5.8334, -0.3135, 0.8242], [4.3911, -0.1546, 2.8154], [2.3053, -0.4239, -1.5950], [3.0992, -0.2503, 4.4069], [1.4294, -0.1032, 6.2108], [-0.9953, 0.0843, 5.6215], [-1.6273, 0.1284, 3.2244], [-1.4043, 5.4065, -0.2758], [-2.1076, 4.1140, -0.4063], [-3.4038, 3.9541, -0.6110], [-3.5995, 2.6373, -0.6550], [-2.4841, 1.9291, -0.4709], [-2.3504, 0.2395, -0.3764], [-1.5222, 2.8761, -0.3248], [-0.1798, 2.5486, -0.1286], [-2.1276, 6.2098, -0.4005], [-0.6274, 5.5133, -1.0368], [-0.9469, 5.5056, 0.7119], [-4.5363, 2.2779, -0.8228], [0.2263, 3.1828, 0.5561], [0.3175, 2.6511, -1.0122], [-0.4337, -3.1717, 0.7231], [-0.2150, -4.3961, 0.2103], [0.2041, -4.2357, -1.0880], [0.2099, -2.8615, -1.3016], [-0.1962, -2.2181, -0.2009], [-0.7850, -2.9402, 1.6378], [-0.3759, -5.2880, 0.7962], [0.4500, -5.0081, -1.7969], [0.4631, -2.3198, -2.2005]], "forces_ev_per_a": [[-0.5, -0.1, 0.2], [0.0, 0.0, 0.0], [0.1, 0.0, 0.0], [0.1, 0.0, 0.0], [-0.2, 0.0, -0.1], [0.1, 0.1, 0.0], [-0.1, 0.0, 0.2], [-0.1, 0.0, -0.2], [0.1, 0.0, 0.1], [0.0, 0.0, 0.1], [0.0, 0.0, 0.0], [0.1, 0.0, -0.1], [0.0, 0.1, 0.1], [0.0, 0.0, 0.0], [0.0, 0.0, 0.0], [0.0, 0.0, 0.0], [0.0, 0.0, 0.0], [0.0, 0.0, 0.0], [0.0, 0.0, 0.0], [0.0, 0.0, 0.0], [0.0, 0.0, 0.0], [0.0, 0.0, 0.0], [-0.1, 0.1, -0.1], [0.2, -0.1, 0.0], [-0.1, 0.0, -0.1], [-0.1, 0.1, 0.0], [0.4, -0.1, 0.0], [0.2, 0.0, 0.1], [0.0, 0.0, -0.1], [0.0, 0.0, 0.0], [0.0, 0.0, 0.0], [0.0, 0.0, 0.0], [0.0, 0.0, 0.0], [0.0, -0.1, 0.1], [0.0, 0.1, 0.0], [0.0, -0.1, 0.0], [-0.1, 0.0, 0.3], [0.0, 0.0, -0.2], [-0.1, 0.1, -0.1], [0.0, -0.1, -0.2], [0.0, 0.0, 0.0], [0.0, 0.0, 0.0], [0.0, 0.0, 0.0], [0.0, 0.0, 0.1]], "nbo_charge": [1.19, -0.21, -0.08, -0.19, 0.17, -0.52, 0.07, 0.16, -0.19, -0.09, -0.21, 0.06, -0.55, 0.27, 0.27, 0.26, 0.22, 0.25, 0.27, 0.27, 0.22, -0.70, 0.42, -0.12, -0.25, 0.15, 0.26, -0.18, -0.63, 0.31, 0.27, 0.27, 0.48, 0.42, 0.41, -0.33, 0.04, -0.30, 0.00, -0.38, 0.43, 0.27, 0.29, 0.24]}



2.
{"formula": "C16H18BFIrN6", "method": "wB97M-V/def2-TZVPD", "de_lowest_ev": 0.864, "multiplicity": 6, "homo_ev": [-14.3, -15.4], "total_charge": 2, "gap_ev": [8.4, 5.2], "e_tot_ev": -32035.67884, "symbols": ["H", "N", "B", "N", "C", "Ir", "H", "C", "H", "C", "H", "C", "H", "H", "H", "N", "N", "N", "N", "C", "C", "H", "H", "C", "C", "C", "C", "H", "H", "H", "H", "H", "F", "C", "C", "C", "C", "C", "C", "H", "H", "H", "H"], "positions_angstrom": [[0.5655, 3.3617, 0.3612], [0.1788, 1.8029, -0.9817], [-0.4071, 0.4487, -3.0978], [-0.0784, 1.7522, -2.3540], [0.1675, 2.9755, -2.8679], [1.0136, 0.4377, 0.2152], [0.1150, 3.1649, -3.9211], [0.5162, 3.8617, -1.8319], [0.8070, 4.8943, -1.8582], [0.4367, 3.1155, -0.6641], [-0.5252, 0.5149, -4.2864], [-2.6456, -2.5903, 3.2334], [-2.0199, -3.0481, 4.0165], [-2.0264, -2.2680, 2.3828], [-3.3452, -3.3552, 2.8602], [-1.8715, -0.0057, -2.5146], [0.5207, -0.7054, -2.6044], [-1.9695, -0.1295, -1.1478], [0.8117, -0.9048, -1.2497], [-3.1015, -0.2823, -3.0646], [1.2452, -1.5940, -3.3165], [-3.3728, -0.2746, -4.1465], [1.2465, -1.5850, -4.3908], [-3.9490, -0.5882, -1.9853], [1.9602, -2.4362, -2.4322], [-3.1686, -0.4728, -0.7953], [1.6160, -2.0218, -1.1469], [-4.9956, -0.8776, -1.9368], [2.6418, -3.2396, -2.6234], [-3.3814, -0.6113, 0.2618], [1.8745, -2.3672, -0.1681], [-3.1255, -1.7277, 3.5971], [3.4139, 0.6618, 5.6582], [2.7559, 0.5456, 4.4613], [1.3792, 0.4374, 4.4965], [0.6622, 0.2875, 3.2992], [1.4269, 0.2854, 2.1107], [2.8124, 0.3897, 2.0825], [3.4948, 0.5124, 3.2971], [0.8434, 0.4773, 5.4262], [-0.4184, 0.1805, 3.1690], [3.3299, 0.3748, 1.1241], [4.5659, 0.6030, 3.3330]], "forces_ev_per_a": [[0.2, 0.4, 0.6], [-1.1, 2.0, -1.4], [-1.0, -0.9, 0.8], [1.1, 0.7, 0.6], [0.2, 0.2, 1.2], [-1.0, -0.1, 0.8], [-0.2, 0.0, -0.3], [-0.3, -0.6, 0.3], [-0.2, 0.2, -0.4], [0.0, -1.2, -1.8], [0.4, 0.2, 0.2], [0.9, -1.4, -0.8], [-0.2, 0.3, -0.4], [0.1, -0.2, 0.2], [0.1, 0.5, 0.3], [-3.0, -0.4, -2.2], [1.4, -0.2, 0.6], [0.4, 0.0, 1.6], [0.0, -1.9, -1.7], [3.0, 0.8, -0.7], [0.2, -0.3, 1.3], [0.6, 0.1, 1.1], [-0.1, 0.0, -0.2], [-1.7, -0.6, 1.6], [-0.7, 0.5, 0.6], [1.1, 0.3, -0.4], [-0.6, 1.3, -2.0], [0.2, 0.1, -0.6], [0.0, -0.2, -0.5], [-0.3, -0.1, -0.4], [0.2, -0.3, 0.2], [-0.9, 0.9, 0.6], [-0.8, -0.1, -1.6], [0.8, 0.0, 1.4], [-1.4, -0.2, -0.9], [0.9, 0.2, -0.5], [-0.1, 0.1, 0.8], [0.6, -0.1, 1.1], [0.1, 0.1, -0.7], [0.0, -0.1, 0.4], [0.4, 0.1, 0.7], [0.5, 0.0, 0.3], [0.2, 0.0, 0.0]], "nbo_charge": [0.25, -0.44, 0.56, -0.34, 0.10, 1.38, 0.26, -0.31, 0.28, 0.03, 0.01, -0.85, 0.23, 0.18, 0.23, -0.25, -0.33, -0.18, -0.45, 0.08, 0.10, 0.28, 0.26, 0.00, -0.31, -0.04, 0.03, 0.27, 0.28, 0.26, 0.25, 0.21, -0.29, 0.45, -0.23, -0.19, -0.31, -0.24, -0.24, 0.27, 0.25, 0.23, 0.27]}



3.
{"formula": "C16H18Be2ClF5O12S", "method": "wB97M-V/def2-TZVPD", "homo_ev": -6.6, "total_charge": 0, "gap_ev": 1.3, "e_tot_ev": -79176.68716, "symbols": ["C", "C", "O", "C", "O", "C", "S", "O", "O", "C", "F", "F", "C", "F", "F", "F", "C", "C", "O", "O", "H", "H", "H", "H", "H", "H", "H", "H", "H", "C", "C", "O", "H", "H", "H", "H", "H", "H", "Cl", "Be", "O", "H", "Be", "C", "C", "C", "O", "C", "C", "C", "O", "O", "O", "H", "H"], "positions_angstrom": [[-2.6349, 0.8516, 0.4552], [-1.4826, 0.9781, -0.6404], [-1.7667, 2.3238, -1.2172], [-0.5506, 2.7938, -1.7831], [-0.3444, 3.3616, -2.9113], [0.4893, 2.3618, -0.5843], [2.2851, 2.8496, -0.7061], [2.3244, 4.3555, -0.4595], [2.7570, 2.6351, -2.1158], [3.3786, 2.0675, 0.5766], [4.6517, 2.6705, 0.4164], [3.6140, 0.6844, 0.3580], [2.9522, 2.3302, 2.0962], [3.6885, 3.3988, 2.6249], [1.5936, 2.5856, 2.2918], [3.2860, 1.1648, 2.8170], [0.0582, 0.8673, -0.1480], [0.8546, -0.4272, -0.6980], [0.0128, -1.4487, -1.2946], [0.2023, -1.4182, -2.6620], [-2.6211, -0.1588, 0.9772], [-2.6712, 1.7318, 1.1788], [-3.6292, 0.8918, -0.1225], [-1.8292, 0.2945, -1.4796], [0.0974, 3.0090, 0.2871], [0.0143, 0.7457, 0.9915], [1.7159, -0.1267, -1.3829], [1.3553, -0.9082, 0.2200], [0.1797, -0.4650, -2.9260], [2.8115, -3.6485, -5.9201], [3.0618, -3.3883, -4.4476], [3.0196, -1.9920, -4.1797], [3.5592, -3.1377, -6.5319], [2.8473, -4.7182, -6.1394], [1.8337, -3.2605, -6.2207], [4.0470, -3.7574, -4.1566], [2.3088, -3.8881, -3.8295], [2.1436, -1.6741, -4.4310], [0.8478, 1.3785, -3.1364], [0.7818, 4.9694, -2.4150], [6.1751, 2.8263, 3.9505], [5.4169, 2.9721, 3.3850], [-0.3591, 0.3288, -4.6890], [-4.6015, -1.0514, 5.6261], [-4.7638, -2.3674, 6.0070], [-4.8433, -3.3384, 4.8396], [-4.9140, -4.5459, 4.9590], [-4.8411, -2.7809, 3.4749], [-4.6923, -1.4638, 3.0950], [-4.5053, -0.5056, 4.2603], [-4.2858, 0.6851, 4.1374], [-4.6913, -1.0023, 1.9440], [-4.8424, -2.8156, 7.1576], [-4.5242, -0.2890, 6.3945], [-4.9714, -3.5354, 2.7063]], "forces_ev_per_a": [[-0.4, -0.1, -0.6], [-2.1, -0.8, 0.8], [3.8, 1.0, -2.6], [-0.5, -0.5, 0.0], [-2.0, 1.9, 5.5], [-1.1, 0.0, 1.9], [0.3, 4.7, -5.2], [-0.7, -3.6, 0.7], [-0.1, -0.5, 4.2], [3.7, -1.5, 0.7], [-3.2, -1.1, 0.0], [-1.3, 3.1, 0.3], [0.8, -0.3, 2.8], [-2.3, -2.5, -1.5], [2.6, -0.5, -0.8], [-1.0, 2.9, -1.6], [-1.4, 0.1, -0.4], [1.2, 0.1, 1.2], [0.6, 1.6, 2.0], [-0.1, -0.5, -2.0], [0.2, 1.5, -0.6], [0.4, -1.3, -0.8], [1.5, -0.1, 0.9], [1.3, 0.5, 1.0], [0.9, -0.7, -1.2], [0.2, 0.7, -1.7], [-1.3, -0.6, 0.8], [-0.9, 0.6, -1.3], [0.2, -0.6, 0.8], [0.1, -0.1, -0.1], [-0.3, 0.1, -0.2], [0.2, 0.2, 0.1], [0.0, -0.1, 0.1], [0.0, 0.1, 0.0], [0.0, -0.1, 0.1], [-0.1, 0.2, 0.1], [0.1, -0.2, 0.0], [0.1, -0.1, 0.1], [0.1, -3.9, -3.6], [-0.2, -0.5, -0.4], [0.3, -0.1, 0.2], [0.0, 0.1, -0.1], [0.6, 1.0, 0.6], [0.2, 2.4, -0.8], [-0.5, -3.5, 1.2], [0.0, -0.6, -0.8], [0.0, 0.6, 0.4], [-0.3, -2.2, 0.7], [0.3, 3.4, -1.0], [0.2, 0.4, 0.8], [-0.1, -0.6, -0.4], [-0.1, -1.1, 1.2], [0.2, 1.1, -1.3], [0.0, 0.0, 0.1], [0.0, 0.0, -0.1]], "nbo_charge": [-0.64, 0.08, -0.50, 0.89, -0.71, -0.57, 1.95, -0.91, -0.85, 0.41, -0.27, -0.29, 0.93, -0.28, -0.32, -0.29, -0.28, -0.13, -0.26, -0.49, 0.24, 0.23, 0.24, 0.23, 0.31, 0.26, 0.24, 0.22, 0.42, -0.63, -0.06, -0.72, 0.21, 0.21, 0.19, 0.18, 0.16, 0.45, -0.64, 0.65, -0.81, 0.39, 0.60, -0.07, 0.31, 0.38, -0.44, -0.09, 0.33, 0.37, -0.46, -0.46, -0.41, 0.25, 0.25]}



4.
{"formula": "C16H18Cl5F6N7O4S3Tc", "method": "wB97M-V/def2-TZVPD", "de_lowest_ev": 1.168, "multiplicity": 4, "homo_ev": [-14.6, -14.5], "total_charge": 2, "gap_ev": [7.4, 6.3], "e_tot_ev": -149109.89747, "symbols": ["Tc", "C", "C", "N", "C", "C", "S", "C", "C", "N", "H", "H", "H", "H", "H", "H", "H", "H", "H", "H", "H", "H", "H", "H", "Cl", "C", "C", "C", "Cl", "C", "Cl", "C", "Cl", "C", "Cl", "F", "C", "F", "F", "S", "O", "O", "N", "S", "O", "O", "C", "F", "F", "F", "N", "C", "N", "N", "C", "N", "H", "H", "H", "H"], "positions_angstrom": [[0.0361, -0.2806, 0.0627], [1.7332, 2.2890, 0.6492], [2.6396, 1.1587, 0.1448], [2.1666, -0.2044, 0.5544], [2.7331, -0.6768, 1.8562], [2.4102, 0.1756, 3.0707], [0.6303, 0.2330, 3.4496], [0.2339, 1.9945, 3.2898], [-0.3822, 2.3779, 1.9476], [0.3273, 1.8465, 0.7581], [1.8202, 3.1362, -0.0322], [2.0709, 2.6338, 1.6218], [3.6618, 1.3113, 0.4965], [2.6672, 1.1761, -0.9431], [2.5947, -0.8407, -0.1178], [3.8212, -0.7245, 1.7593], [2.3529, -1.6872, 2.0138], [2.7982, 1.1881, 2.9902], [2.8912, -0.2902, 3.9302], [1.1349, 2.5605, 3.5198], [-0.4936, 2.2090, 4.0708], [-0.4127, 3.4703, 1.8912], [-1.4092, 2.0235, 1.8890], [-0.2343, 2.2224, -0.0199], [0.4365, -4.0777, 0.7694], [0.3995, -3.4269, -0.8248], [0.3780, -2.0487, -1.0139], [0.4961, -1.6026, -2.3221], [0.6069, 0.1325, -2.3868], [0.5163, -2.4103, -3.4370], [0.5752, -1.7507, -5.0073], [0.4757, -3.7954, -3.2220], [0.5051, -4.8533, -4.5507], [0.4415, -4.3018, -1.9147], [0.4722, -5.9898, -1.6589], [-5.2412, 1.2414, -0.5894], [-4.3519, 0.3258, -0.2885], [-3.8036, 0.6098, 0.8997], [-4.9351, -0.8649, -0.1926], [-2.9914, 0.2485, -1.5943], [-1.8001, 0.1810, -0.7061], [-3.1663, -0.9573, -2.3202], [-3.0709, 1.5114, -2.4766], [-2.9343, 3.0189, -1.9404], [-2.3266, 3.0629, -0.6270], [-4.0753, 3.8144, -2.1783], [-1.5411, 3.6146, -3.0244], [-1.3673, 4.9118, -2.8640], [-1.6881, 3.3184, -4.2933], [-0.4175, 2.9894, -2.5607], [-4.8688, -3.7190, 2.0064], [-3.5466, -3.7227, 1.9879], [-2.8594, -4.8424, 2.1676], [-2.9546, -2.5430, 1.7919], [-1.8639, -2.0099, 1.5732], [-0.9139, -1.3239, 1.3922], [-5.4118, -4.5555, 2.1455], [-5.3542, -2.8539, 1.8307], [-3.3216, -5.7224, 2.3334], [-1.8556, -4.8412, 2.1280]], "forces_ev_per_a": [[-0.1, -0.7, 0.2], [0.3, -0.1, 0.0], [0.0, 0.3, 0.0], [-0.1, 0.0, -0.2], [-0.2, 0.0, 0.4], [-0.3, -0.1, 0.0], [0.2, 0.1, 0.0], [0.1, -0.3, -0.2], [-0.1, 0.1, 0.4], [-0.7, -0.1, -0.8], [0.0, 0.0, 0.0], [-0.1, 0.0, 0.0], [0.0, 0.0, 0.0], [0.0, -0.1, 0.0], [-0.1, 0.0, -0.1], [0.0, -0.1, -0.2], [0.1, 0.0, -0.1], [0.1, 0.0, 0.0], [0.1, 0.0, 0.0], [-0.1, 0.1, 0.1], [0.0, 0.1, 0.0], [0.0, 0.0, -0.1], [-0.1, 0.0, -0.1], [0.2, 0.4, 0.0], [0.1, -0.1, 0.3], [-0.1, 0.2, 0.0], [0.0, 0.3, -0.2], [-0.1, -0.7, 0.5], [0.2, 0.7, -0.5], [0.0, 0.0, -0.3], [0.0, 0.1, 0.1], [0.0, 0.1, 0.1], [0.0, 0.0, 0.0], [0.1, 0.1, 0.0], [0.0, 0.0, 0.0], [0.1, 0.0, -0.1], [0.1, 0.1, 0.3], [-0.1, 0.0, -0.1], [0.0, 0.0, -0.1], [-0.7, 0.4, -0.7], [1.1, 0.3, 0.9], [-0.1, -0.2, -0.2], [0.0, -0.6, 0.4], [0.9, 0.4, 0.6], [0.1, -0.3, 0.1], [-0.3, -0.1, -0.4], [0.1, -0.1, 0.3], [-0.2, -0.1, 0.0], [-0.1, 0.0, -0.1], [0.0, 0.0, -0.2], [0.0, 0.0, 0.0], [0.1, -0.1, 0.0], [-0.1, -0.1, 0.0], [-0.1, 0.3, 0.1], [-0.1, 0.1, -0.1], [0.0, -0.2, 0.0], [0.0, 0.0, 0.0], [0.0, 0.0, 0.0], [0.0, 0.0, 0.0], [0.1, 0.0, 0.0]], "nbo_charge": [1.31, -0.25, -0.26, -0.56, -0.23, -0.55, 0.26, -0.55, -0.23, -0.65, 0.25, 0.22, 0.24, 0.23, 0.43, 0.23, 0.23, 0.23, 0.27, 0.23, 0.27, 0.23, 0.24, 0.45, 0.03, 0.03, -0.28, -0.07, 0.20, -0.08, 0.13, -0.05, 0.15, -0.11, 0.12, -0.27, 0.75, -0.31, -0.30, 2.26, -0.96, -0.87, -1.17, 2.24, -0.99, -0.84, 0.74, -0.28, -0.28, -0.36, -0.71, 0.69, -0.74, -0.57, 0.73, -0.57, 0.43, 0.44, 0.43, 0.43]}



5.
{"formula": "C16H18Cl5MnN2OS4", "method": "wB97M-V/def2-TZVPD", "de_lowest_ev": 0.000, "multiplicity": 5, "homo_ev": [-13.8, -13.9], "total_charge": 2, "gap_ev": [5.5, 7.4], "e_tot_ev": -159172.93872, "symbols": ["Mn", "C", "C", "S", "C", "C", "S", "C", "C", "S", "H", "H", "H", "H", "H", "H", "H", "H", "H", "H", "H", "H", "Cl", "C", "C", "Cl", "C", "Cl", "C", "O", "C", "Cl", "C", "Cl", "C", "N", "C", "C", "N", "C", "S", "H", "H", "H", "H", "H", "H"], "positions_angstrom": [[-0.2045, -0.3527, -0.1061], [-3.4834, 0.5483, -0.4396], [-3.5945, -0.6474, -1.3711], [-1.9919, -1.0915, -2.0829], [-1.9150, -2.8742, -1.8133], [-1.9677, -3.3330, -0.3626], [-0.7700, -2.5292, 0.7527], [-1.8123, -2.0605, 2.1653], [-2.9348, -1.0884, 1.8431], [-2.3382, 0.3768, 0.9469], [-4.4549, 0.8091, -0.0176], [-3.1112, 1.4303, -0.9652], [-4.2663, -0.3864, -2.1882], [-4.0220, -1.5153, -0.8724], [-0.9869, -3.1825, -2.2934], [-2.7313, -3.3479, -2.3597], [-1.7541, -4.3995, -0.3044], [-2.9514, -3.1711, 0.0731], [-1.1175, -1.6341, 2.8892], [-2.2044, -2.9801, 2.6016], [-3.3764, -0.7410, 2.7774], [-3.7321, -1.5483, 1.2626], [1.2107, 5.3409, 3.7191], [0.8791, 4.1928, 2.4981], [1.0881, 2.8402, 2.7484], [1.6728, 2.2783, 4.2545], [0.8102, 1.9373, 1.7326], [1.0536, 0.2022, 1.9806], [0.3380, 2.3123, 0.4881], [0.0983, 1.4036, -0.4865], [0.1269, 3.6639, 0.2492], [-0.4752, 4.1193, -1.2928], [0.3972, 4.5995, 1.2470], [0.1292, 6.2535, 0.9356], [3.1095, 1.3529, -1.4194], [3.6054, -0.0249, -1.3648], [4.9385, -0.3732, -1.2241], [5.0115, -1.7186, -1.2771], [3.7178, -2.1658, -1.4357], [2.8649, -1.1324, -1.4915], [1.1654, -1.2897, -1.8179], [3.9006, 1.9839, -1.8143], [2.8391, 1.6913, -0.4220], [2.2429, 1.3942, -2.0715], [5.7101, 0.3680, -1.1079], [5.8548, -2.3840, -1.2220], [3.4317, -3.1266, -1.5410]], "forces_ev_per_a": [[-0.7, -0.1, -0.8], [-0.1, 0.1, -0.1], [-0.1, 0.1, 0.0], [0.2, 0.1, 0.0], [0.0, -0.1, 0.0], [0.0, 0.0, 0.0], [0.2, -0.1, 0.1], [-0.1, 0.0, 0.0], [-0.1, 0.0, 0.1], [0.4, -0.1, 0.2], [0.0, 0.0, 0.0], [0.0, 0.0, 0.0], [0.0, 0.0, 0.0], [0.0, 0.0, 0.0], [0.0, 0.0, 0.0], [0.0, 0.0, 0.0], [0.0, 0.0, 0.0], [0.0, 0.0, 0.0], [0.0, 0.0, 0.0], [0.0, 0.0, 0.0], [0.0, 0.0, 0.0], [0.0, 0.0, 0.0], [0.0, 0.0, 0.0], [0.0, 0.1, 0.1], [0.0, -0.1, 0.0], [0.0, 0.0, 0.0], [0.1, -0.3, 0.2], [0.3, 0.3, 0.3], [-0.2, -0.5, -0.5], [0.1, 0.4, 0.3], [-0.1, 0.2, -0.1], [0.0, 0.0, 0.1], [0.0, 0.0, -0.1], [0.0, 0.0, 0.0], [0.1, -0.1, 0.0], [0.0, 0.2, -0.1], [-0.1, 0.1, 0.0], [-0.1, -0.1, 0.0], [0.1, -0.1, 0.0], [0.0, 0.0, 0.1], [0.2, 0.1, 0.2], [0.0, 0.0, 0.0], [0.0, 0.0, 0.0], [0.0, 0.0, 0.0], [0.0, 0.0, 0.0], [0.0, 0.0, 0.0], [0.0, 0.0, 0.0]], "nbo_charge": [0.99, -0.53, -0.55, 0.31, -0.55, -0.53, 0.35, -0.53, -0.55, 0.36, 0.27, 0.27, 0.27, 0.23, 0.26, 0.27, 0.27, 0.23, 0.26, 0.27, 0.28, 0.24, 0.12, -0.09, -0.06, 0.11, -0.15, 0.09, 0.30, -0.77, -0.12, 0.09, -0.05, 0.13, -0.41, -0.30, -0.04, -0.04, -0.47, 0.26, -0.17, 0.24, 0.22, 0.25, 0.26, 0.27, 0.45]}